The following is a DFT calculation (ωB97M-V/def2-TZVPD) of the molecule C6H9NO2S at a distorted geometry.

```
19
Properties=species:S:1:pos:R:3:forces:R:3
C 2.95381 0.13416 -1.61055 -0.8 0.8 0.6
C 1.76907 -0.56457 -1.28015 -2.6 0.1 1.4
C 0.65002 -0.05875 -0.66977 2.9 1.6 -1.9
C -0.33443 -0.52723 1.58930 0.7 2.0 0.0
C -1.55133 0.97384 0.04254 -0.7 -1.4 -1.9
C -0.51882 -0.20447 0.08842 -2.5 0.2 2.0
N 1.49146 2.24761 -0.50741 0.6 -3.5 -0.9
O 3.89751 2.57182 -1.29048 1.1 0.0 -0.4
O 1.62351 -1.90767 -1.51967 0.4 0.6 -0.1
S 2.77427 1.70919 -1.10324 -1.6 0.9 0.8
H 3.84943 -0.33159 -1.99242 0.1 0.4 0.0
H 0.01081 0.34648 2.21325 -0.5 -0.3 -1.0
H 0.51533 -1.16866 1.68868 -0.2 -1.4 0.4
H -1.34249 -0.74796 1.92343 0.4 -1.0 0.6
H -2.36994 0.70693 0.81896 0.9 0.6 -2.0
H -1.78451 1.16535 -1.10109 -0.4 -0.4 2.6
H -1.03936 1.81934 0.38647 0.7 1.4 0.5
H -1.16611 -1.04968 -0.28278 1.1 0.3 -0.4
H 2.48032 -2.09663 -1.88173 0.6 -1.2 -0.5
```
Forces are in eV/Å.

Summary:
- energy relative to the best compared isomer or geometry (same formula, charge and spin) (kcal per mole) = 171.8
- molar mass (g/mol) = 159.2
- net charge = 0
- multiplicity = 1

The following is a DFT calculation (ωB97M-V/def2-TZVPD) of a structure of composition C33H29BFIrN2O2P2Se.

```
72
Properties=species:S:1:pos:R:3:forces:R:3
Ir -1.84303 -1.75847 0.19856 0.3 0.1 0.8
O 0.33806 -1.72302 -0.05777 0.5 0.1 -0.2
P 1.37519 -0.68004 -0.42155 -0.4 -0.1 0.1
C 0.93460 0.88815 0.40177 0.1 0.0 0.0
P -0.68682 1.54587 -0.08309 -0.1 -0.4 0.0
O -1.69935 0.43034 -0.26610 0.1 0.2 -0.3
C -1.21067 2.66558 1.20338 0.1 0.1 0.1
C -2.57048 2.97102 1.27954 0.0 0.0 0.0
C -3.02545 3.85133 2.24623 0.0 0.0 0.0
C -2.12796 4.43207 3.13445 0.0 0.0 0.0
C -0.77556 4.13550 3.05907 0.0 0.0 0.0
C -0.31477 3.24987 2.09519 0.0 0.0 0.0
C -0.47362 2.49458 -1.57826 0.0 0.1 -0.1
C -1.10754 2.09418 -2.74898 0.0 0.0 0.0
C -0.94571 2.84579 -3.90480 0.0 0.0 0.0
C -0.15774 3.98619 -3.88874 0.0 0.0 0.0
C 0.47466 4.38886 -2.71741 0.0 0.0 0.0
C 0.31406 3.64638 -1.56111 0.0 0.0 0.0
C 1.44249 -0.40471 -2.17965 0.0 0.1 -0.1
C 2.17341 0.65342 -2.72364 0.0 0.0 0.0
C 2.19722 0.83994 -4.09336 0.0 0.0 0.0
C 1.50035 -0.03396 -4.92238 0.0 0.1 0.0
C 0.78066 -1.08998 -4.38659 0.0 0.0 0.0
C 0.74699 -1.27807 -3.01107 0.0 -0.1 0.0
C 2.99927 -1.10433 0.16481 0.1 -0.1 0.1
C 3.24219 -1.12083 1.54147 0.0 0.0 0.0
C 4.47756 -1.51700 2.02024 0.0 0.0 0.0
C 5.47260 -1.90391 1.13031 0.0 0.0 0.0
C 5.23420 -1.90021 -0.23526 0.0 0.0 0.0
C 3.99751 -1.50383 -0.72224 0.0 0.0 0.0
H 1.71931 1.63115 0.24138 0.0 0.0 0.0
H 0.88706 0.65980 1.47134 0.0 0.0 0.0
H -3.26832 2.51402 0.58819 0.0 0.0 0.0
H -4.07928 4.08673 2.30923 0.0 0.0 0.0
H -2.48616 5.11874 3.88991 0.0 0.0 0.0
H -0.07989 4.58730 3.75305 0.0 0.0 0.0
H 0.74251 3.01693 2.05404 0.0 0.0 0.0
H -1.71561 1.19866 -2.75317 0.0 0.0 0.0
H -1.43486 2.53840 -4.81957 0.0 0.0 0.0
H -0.03631 4.57035 -4.79156 0.0 0.0 0.0
H 1.08161 5.28412 -2.70577 0.0 0.0 0.0
H 0.78981 3.97736 -0.64381 0.0 0.0 0.0
H 2.72893 1.32869 -2.08167 0.0 0.0 0.0
H 2.76042 1.66029 -4.51746 0.0 0.0 0.0
H 1.52583 0.11085 -5.99467 0.0 0.0 0.0
H 0.25161 -1.77384 -5.03663 0.0 0.0 0.0
H 0.20404 -2.11356 -2.58571 0.0 0.0 0.0
H 2.46465 -0.84785 2.24547 0.0 0.0 0.0
H 4.66480 -1.53300 3.08525 0.0 0.0 0.0
H 6.43828 -2.21434 1.50675 0.0 0.0 0.0
H 6.00825 -2.21119 -0.92341 0.0 0.0 0.0
H 3.81227 -1.51222 -1.78826 0.0 0.0 0.0
F -1.53802 -1.69464 6.31876 0.0 0.0 0.1
C -1.65561 -1.72006 4.98857 0.0 0.0 0.0
C -2.05609 -0.56108 4.34383 0.0 0.0 -0.1
C -2.16622 -0.58721 2.96429 0.0 -0.1 0.2
C -1.87062 -1.76042 2.25031 0.0 0.1 0.0
C -1.48239 -2.91896 2.94274 0.0 0.1 0.1
C -1.37199 -2.89946 4.32254 0.0 -0.1 -0.1
H -2.27532 0.32593 4.92310 0.0 0.0 0.0
H -2.48413 0.30927 2.44573 0.0 0.0 0.0
H -1.26304 -3.83319 2.40453 0.0 0.0 0.0
H -1.07372 -3.77394 4.88470 0.0 0.0 0.0
Se -6.75918 -1.58045 -0.60592 0.0 0.0 0.0
C -4.96837 -1.61279 -0.58018 0.1 0.0 0.0
N -3.80891 -1.63324 -0.56723 -0.6 0.1 -0.3
B -1.47333 -6.42403 -0.41636 0.0 0.1 0.0
C -1.55959 -4.86458 -0.46694 0.0 0.0 0.0
N -1.60377 -3.70317 -0.45685 -0.1 -0.3 -0.3
H -0.53558 -6.73032 -1.11789 0.0 0.0 0.1
H -2.52845 -6.85746 -0.81457 0.0 0.0 0.0
H -1.26695 -6.65826 0.76089 0.0 -0.1 -0.1
```
Forces are in eV/Å.

Summary:
- energy relative to the best compared isomer or geometry (same formula, charge and spin) (kcal per mole) = 0.0
- molar mass (g/mol) = 848.5
- net charge = +1
- multiplicity = 6

The following is a DFT calculation (ωB97M-V/def2-TZVPD) of a cluster of 2 separate species, C3H7O2S in total at a distorted geometry.

```
13
Properties=species:S:1:pos:R:3:forces:R:3
C -1.30109 0.80059 -1.14093 -2.4 -2.0 0.4
C -1.29114 0.18118 0.26088 1.1 -0.4 0.1
S -1.37792 -1.67735 0.24009 0.0 0.5 -0.3
H -2.25302 0.44506 -1.62411 0.4 0.7 0.4
H -0.59463 0.24404 -1.74561 0.9 0.9 -0.1
H -1.32229 1.87810 -1.04191 0.6 0.2 -0.6
H -0.36677 0.48884 0.77325 -0.1 -0.5 -0.1
H -2.11258 0.49703 0.90908 -0.2 -0.1 -0.3
H -0.31257 -1.98466 -0.56149 -0.3 0.5 0.6
O 3.08116 0.09397 2.13708 0.6 0.0 0.5
C 2.75594 -0.24921 0.99760 -1.7 0.2 -0.5
O 1.69404 -0.85235 0.64773 1.0 0.2 -0.2
H 3.40086 0.13475 0.14834 0.1 -0.4 0.1
```
Forces are in eV/Å.

Summary:
- energy relative to the best compared isomer or geometry (same formula, charge and spin) (kcal per mole) = 19.9
- molar mass (g/mol) = 107.2
- net charge = -1
- multiplicity = 1

The following is a DFT calculation (ωB97M-V/def2-TZVPD) of a cluster of 2 separate species, CH6N4O2 in total at a distorted geometry.

```
13
Properties=species:S:1:pos:R:3:forces:R:3
C 0.10700 0.59895 -0.84673 2.1 2.2 0.6
N -0.02193 -0.64891 1.15121 -1.7 -0.6 -0.2
N -2.29946 -1.04170 1.00786 -1.7 0.3 -1.6
N 0.92540 1.46606 -0.11922 -2.2 0.1 -1.4
N 1.01780 -0.26951 -1.48277 -2.7 -0.5 -1.3
O -1.11350 0.84419 -0.93742 2.6 -1.4 -0.7
O -1.17042 -1.20406 1.55813 0.5 0.5 0.1
H 0.52659 -0.95639 1.91802 1.2 -0.4 1.0
H -2.34333 -0.46342 0.07914 1.5 -0.7 1.8
H 1.85028 1.35876 0.18105 1.2 -0.6 0.0
H 0.33819 1.97875 0.45186 -0.8 1.5 1.6
H 0.49864 -0.91501 -2.05775 0.2 -0.4 -0.2
H 1.68474 -0.74772 -0.90338 -0.1 0.2 0.3
```
Forces are in eV/Å.

Summary:
- energy relative to the best compared isomer or geometry (same formula, charge and spin) (kcal per mole) = 110.0
- molar mass (g/mol) = 106.1
- net charge = 0
- multiplicity = 1

The following is a DFT calculation (ωB97M-V/def2-TZVPD) of a structure of composition C38H38As2Cl2IIrN3O4.

```
89
Properties=species:S:1:pos:R:3:forces:R:3
Ir 0.65391 -1.45197 -0.43371 -0.2 -0.4 0.3
C -2.93515 -0.01261 -3.14989 0.0 0.0 0.0
C -3.19130 -0.06424 -1.69042 0.1 0.0 0.2
N -4.33680 0.36735 -1.22141 0.0 0.0 -0.1
C -4.53081 0.36657 0.09297 0.0 0.0 0.2
C -3.55834 0.01544 1.06328 -0.1 0.0 -0.1
C -3.93487 0.09847 2.53241 0.0 0.1 -0.1
O -3.07810 0.96046 3.25208 0.0 -0.1 0.1
C -2.32707 -0.43068 0.63101 0.1 0.2 -0.1
C -1.32177 -0.72956 1.65343 0.0 -0.1 -0.1
N -0.24757 -1.42116 1.51318 0.1 0.5 -0.1
C 0.53765 -1.61049 2.70383 0.0 -0.2 0.0
C -0.06276 -1.61948 3.96643 0.0 0.0 0.0
C 0.69658 -1.74055 5.11552 0.0 0.0 0.0
C 2.07441 -1.87295 5.03700 0.0 0.0 0.0
C 2.68671 -1.91425 3.79631 0.0 0.0 0.0
C 1.91423 -1.80290 2.65230 0.0 0.1 0.0
I 2.89205 -1.96335 0.82243 -0.2 -0.1 -0.1
C -2.13767 -0.55228 -0.79359 -0.4 0.0 0.4
O -1.14656 -1.09586 -1.34428 0.6 0.1 -0.3
H -3.84361 0.28559 -3.66423 0.0 0.0 0.0
H -2.59173 -0.97972 -3.52086 0.0 0.0 0.0
H -2.14466 0.71424 -3.35847 0.0 0.0 0.0
H -5.51852 0.67621 0.41876 0.0 0.0 0.0
H -3.83181 -0.89017 2.98469 0.0 0.0 0.0
H -4.98563 0.37960 2.62236 0.0 0.0 0.0
H -3.35715 1.88024 3.18072 0.0 0.0 -0.1
H -1.54132 -0.27286 2.61161 0.0 -0.1 0.1
H -1.13743 -1.55176 4.06498 0.0 0.0 0.0
H 0.20377 -1.73746 6.07800 0.0 0.0 0.0
H 2.67076 -1.96673 5.93372 0.0 0.0 0.0
H 3.75952 -2.03432 3.72401 0.0 0.0 0.0
C 3.08456 0.15383 -2.74828 0.0 0.0 0.1
As 1.80626 -1.26044 -2.50488 0.0 -0.2 -0.4
C 0.68407 -1.18186 -4.07694 0.0 0.1 0.0
C 2.71909 -2.96049 -2.68249 0.0 0.0 0.0
C 3.90252 -3.10129 -3.39434 0.0 0.0 -0.1
C 4.47945 -4.35748 -3.53692 0.0 0.0 0.0
C 3.86760 -5.47056 -2.98316 0.0 0.0 0.0
C 2.68641 -5.33446 -2.26328 0.0 0.0 0.0
C 2.11517 -4.08112 -2.09720 0.0 0.1 0.0
As 0.52002 -3.80050 -1.02071 0.3 -0.1 0.1
C -0.93284 -4.46573 -2.11298 0.0 0.1 0.0
C 0.59584 -5.10219 0.40450 0.0 0.0 0.0
H 3.51734 0.07837 -3.74420 0.0 0.0 0.0
H 3.85789 0.09430 -1.98473 0.0 0.0 0.0
H 2.56635 1.10629 -2.64750 0.0 0.0 0.0
H 1.31135 -1.32968 -4.95463 0.0 0.0 0.0
H 0.19553 -0.21052 -4.13432 0.0 0.0 0.0
H -0.07104 -1.96357 -4.03276 0.0 0.0 0.0
H 4.38313 -2.24089 -3.84404 0.0 0.0 0.0
H 5.40657 -4.46475 -4.08343 0.0 0.0 0.0
H 4.31487 -6.44820 -3.10114 0.0 0.0 0.0
H 2.23254 -6.21475 -1.82465 0.0 0.0 0.0
H -0.69888 -5.49739 -2.37191 0.0 0.0 0.0
H -1.03112 -3.87925 -3.02339 0.0 0.0 0.0
H -1.86930 -4.43488 -1.55865 0.0 0.0 0.0
H 0.76585 -6.09457 -0.00879 0.0 0.0 0.0
H -0.35895 -5.10051 0.92893 0.0 0.0 0.0
H 1.39403 -4.85195 1.10127 0.0 0.0 0.0
Cl 0.96600 7.34755 -0.43317 0.0 0.0 0.0
C -0.24751 6.24682 -1.00873 0.1 0.1 -0.1
C -0.66378 6.35368 -2.32033 0.0 0.0 0.0
C -1.62978 5.49083 -2.81637 0.0 0.0 0.0
C -2.17337 4.54601 -1.97102 0.0 -0.1 0.1
C -1.75270 4.46393 -0.65055 -0.2 -0.2 -0.1
Cl -2.55454 3.28711 0.36194 0.0 -0.1 0.0
C -0.76646 5.29084 -0.11795 0.1 0.0 0.2
N -0.32962 5.27637 1.19497 0.1 0.1 -0.1
C -0.22631 4.21383 2.12660 -0.1 -0.2 0.0
C -0.72749 4.43589 3.40580 0.0 0.0 0.0
C -0.61292 3.47467 4.39668 0.0 0.0 0.0
C 0.00555 2.26854 4.10979 0.0 0.0 0.0
C 0.52107 2.04961 2.84169 0.0 0.0 0.0
C 0.42655 3.00829 1.83622 0.0 0.1 0.0
C 1.05852 2.79841 0.47912 -0.1 -0.1 -0.1
C 1.53539 1.37554 0.28484 0.0 -0.3 -0.1
O 2.66718 0.99993 0.52311 0.1 0.2 0.0
O 0.58808 0.57880 -0.16845 -0.2 0.3 0.1
H -0.22398 7.11478 -2.94944 0.0 0.0 0.0
H -1.96623 5.57285 -3.83974 0.0 0.0 0.0
H -2.95869 3.88396 -2.31087 0.0 0.0 0.0
H 0.10785 6.13472 1.48942 0.0 0.0 0.0
H -1.21883 5.37916 3.60899 0.0 0.0 0.0
H -1.00138 3.67029 5.38751 0.0 0.0 0.0
H 0.11327 1.51231 4.87709 0.0 0.0 0.0
H 1.06228 1.12942 2.64788 0.0 0.0 0.0
H 1.90122 3.47873 0.34196 0.0 0.0 0.1
H 0.32739 3.00257 -0.30054 0.0 0.1 -0.1
```
Forces are in eV/Å.

Summary:
- energy relative to the best compared isomer or geometry (same formula, charge and spin) (kcal per mole) = 0.0
- molar mass (g/mol) = 1140.6
- net charge = +2
- multiplicity = 2

The following is a DFT calculation (ωB97M-V/def2-TZVPD) of a structure of composition C17H18Br2Cl3F6GeHoNOPS4 at a distorted geometry.

```
55
Properties=species:S:1:pos:R:3:forces:R:3
Ho -16.24272 -0.78191 -4.26617 -0.1 -0.8 0.5
C -21.92395 -0.35357 -3.01739 0.1 -0.6 0.1
C -20.39237 -0.28816 -2.86380 -0.9 0.4 0.7
S -19.67472 -1.71325 -3.53934 0.3 -0.9 -1.1
C -19.86595 -2.85511 -2.22935 -0.9 -1.1 1.9
C -20.05245 -4.27561 -2.74143 2.1 -0.4 -1.1
S -21.07723 -4.68106 -4.15667 0.0 0.4 -0.5
C -22.79603 -4.44033 -3.60698 1.1 -0.8 -0.7
C -23.20257 -3.02312 -3.36725 -1.1 1.9 -0.2
S -22.21993 -1.70942 -4.25358 0.1 -0.2 0.1
H -22.40503 0.57757 -3.40802 0.3 -0.8 0.7
H -22.27531 -0.74434 -2.04709 -0.5 0.6 -0.5
H -20.08729 -0.22225 -1.82452 0.1 0.4 0.1
H -19.92028 0.44994 -3.44549 0.3 1.5 -0.5
H -20.73022 -2.68594 -1.59202 -0.2 0.9 0.0
H -18.98819 -2.77678 -1.54427 -0.5 -0.2 -0.6
H -20.31140 -5.03354 -2.01609 0.4 0.3 0.8
H -19.01584 -4.43663 -3.13576 -0.9 -1.0 0.1
H -22.92893 -5.02209 -2.69756 -0.4 -0.2 -0.1
H -23.31644 -4.89007 -4.48047 0.0 0.3 0.9
H -23.33232 -2.70478 -2.33551 0.6 -0.2 0.3
H -24.21025 -2.84490 -3.76131 0.1 -0.1 -0.2
C -13.42875 1.49405 -3.42892 -1.5 -0.4 -0.7
C -14.52329 2.16980 -4.22603 0.1 1.4 0.6
C -14.41269 3.57085 -4.39526 -1.0 1.0 -0.9
C -15.41563 4.29720 -5.02513 -1.0 -1.9 0.4
C -16.56505 3.59625 -5.54064 0.2 0.5 0.8
C -17.74442 4.21845 -6.11066 1.5 -1.0 -0.1
Br -18.00340 6.06826 -6.21227 0.4 0.3 0.0
C -18.73436 3.43271 -6.59015 -2.7 0.3 0.8
C -18.84593 2.05708 -6.24647 1.6 0.3 0.2
Br -20.41399 1.05951 -6.51882 -0.1 0.1 -0.2
C -17.77979 1.40817 -5.61983 -0.7 1.1 -0.9
O -17.86307 0.12312 -5.38045 1.0 -0.7 1.1
C -16.59782 2.19621 -5.27012 -1.8 0.6 -0.9
N -15.63288 1.53922 -4.60570 1.6 -0.7 0.0
H -13.37061 0.49125 -3.83254 0.5 -0.5 0.2
H -13.73597 1.42890 -2.38016 0.3 0.1 -0.1
H -12.50227 2.02576 -3.56971 0.3 0.0 0.2
H -13.59801 4.17502 -4.01145 0.2 -0.6 0.2
H -15.45093 5.36382 -4.97250 0.3 0.5 -0.4
H -19.65321 3.98693 -6.91890 1.0 -0.9 -0.1
F -16.88826 -1.81477 -2.12989 -0.2 -0.7 -0.8
P -16.29827 -0.73778 -1.05992 -0.4 1.5 2.4
F -15.84685 0.43368 -0.11516 0.9 0.3 -0.2
F -15.89864 -1.86871 -0.05347 -0.1 -0.3 -0.1
F -14.86893 -0.82915 -1.79468 -0.1 0.2 -0.4
F -16.71370 0.41968 -2.25543 -0.1 -0.2 -0.2
F -17.76857 -0.56476 -0.42573 -0.3 -0.6 -0.7
Cl -17.17136 -3.32960 -4.87649 -0.1 0.3 -0.3
Ge -15.20898 -4.64156 -4.26405 0.1 0.0 1.0
Cl -14.26641 -4.96460 -6.15555 0.2 -0.2 -1.0
Cl -13.98639 -2.59636 -3.96107 -0.3 0.4 0.0
S -14.58060 -1.43210 -7.83944 -0.3 -0.1 0.2
C -15.31432 -1.25914 -6.53886 0.5 0.3 -0.5
```
Forces are in eV/Å.

Summary:
- energy relative to the best compared isomer or geometry (same formula, charge and spin) (kcal per mole) = 5.9
- molar mass (g/mol) = 1029.3
- net charge = +1
- multiplicity = 6